[1]
Here is a 2-piece molecular cluster, C9H14 overall from the OMol25 dataset. Energies are from ωB97M-V/def2-TZVPD.

Atoms and positions in Å:
1 H -2.01 1.84 2.37
2 C -1.28 -0.04 1.60
3 H 0.41 -1.69 -2.24
4 H 1.46 0.46 -1.90
5 C -2.64 -0.68 1.63
6 C 1.20 1.27 1.60
7 H -3.44 -0.01 1.96
8 C 1.09 -1.35 -3.02
9 H 0.47 -1.61 -3.90
10 H 2.00 -0.54 0.86
11 H -2.74 -1.60 2.19
12 H 0.10 2.99 2.35
13 H -0.12 -1.65 0.71
14 H 1.93 -2.00 -3.23
15 H 2.18 1.73 1.55
16 C 1.12 -0.08 1.30
17 H -2.99 -0.83 0.60
18 H 0.69 0.62 -3.62
19 H 2.35 0.54 -3.32
20 C -1.14 1.27 2.08
21 C 1.40 0.14 -2.94
22 C 0.08 1.93 2.10
23 C -0.13 -0.71 1.26

Computed properties:
- total charge = 0
- multiplicity = 1
- lowest unoccupied orbital energy (eV) = 1.01



[2]
Here is a 3-piece molecular cluster, C15H29F3N3O4 overall from the OMol25 dataset. Energies are from ωB97M-V/def2-TZVPD.

Atoms and positions in Å:
1 C -0.90 1.29 1.98
2 C 1.44 -0.98 -1.62
3 H -3.62 1.50 -0.08
4 C 0.21 -4.15 -0.14
5 H 1.22 -1.46 -3.68
6 N 2.34 -1.36 -0.46
7 C 0.28 1.77 0.96
8 H -0.72 1.87 3.00
9 F -2.88 -1.20 1.95
10 H -0.12 2.56 0.18
11 O -2.27 1.63 1.56
12 C -2.69 0.90 0.36
13 F -2.68 -1.48 -0.49
14 H 5.11 -1.89 -0.86
15 H 6.87 -2.06 -0.72
16 C 7.07 -0.64 1.74
17 H -7.39 2.13 -1.03
18 C -6.54 2.56 -0.50
19 H 2.52 -0.39 1.66
20 H -0.02 -4.92 -1.02
21 C 5.94 -1.97 -0.15
22 H -6.87 3.04 0.43
23 H 1.17 2.24 1.60
24 H 0.02 -0.48 0.29
25 H 5.80 -2.85 0.47
26 C 5.99 -0.73 0.70
27 H -6.02 5.39 -2.47
28 O 1.63 -3.77 -0.30
29 H -5.84 1.76 -0.24
30 H -7.50 4.42 -2.43
31 N 0.95 0.46 -1.35
32 H 1.76 1.01 -1.72
33 H 1.00 -2.28 1.12
34 C 1.92 -2.52 0.42
35 C -6.65 4.75 -1.84
36 H 0.78 -2.78 -2.56
37 H -0.54 -3.24 -0.29
38 H 8.05 -0.67 1.25
39 C -5.85 3.56 -1.38
40 H -1.91 0.85 -0.50
41 H 6.98 -1.47 2.45
42 O 5.16 0.17 0.56
43 H -0.03 -4.72 0.85
44 H 2.82 -2.75 1.17
45 H -6.98 5.33 -0.98
46 H 6.98 0.30 2.28
47 F -4.73 -0.74 0.52
48 C -3.23 -0.63 0.63
49 C 2.32 -0.17 0.53
50 H -0.73 0.16 2.23
51 C 0.81 0.40 0.18
52 N 1.15 -1.79 -2.68
53 O -4.67 3.42 -1.71
54 H 3.08 0.64 0.10

Computed properties:
- total charge = +1
- multiplicity = 1
- lowest unoccupied orbital energy (eV) = -4.75



[3]
Here is one molecule with the formula C5H11N3O from the OMol25 dataset. Energies are from ωB97M-V/def2-TZVPD.

Atoms and positions in Å:
1 H 2.02 1.08 1.14
2 H -0.79 -1.71 0.68
3 H -0.78 -0.42 1.96
4 N 0.68 -0.22 0.46
5 C -0.62 -0.65 0.91
6 C -1.37 0.29 0.01
7 H 3.15 0.16 -0.61
8 C -1.13 1.76 -0.07
9 C 2.46 -0.46 -1.16
10 O -2.87 -1.40 -0.41
11 H 2.86 -0.92 -2.04
12 H 0.59 -1.40 -1.31
13 N -2.23 -0.21 -0.83
14 H -2.02 2.27 -0.41
15 H 2.18 -0.44 1.77
16 H -0.82 2.14 0.91
17 H -0.33 1.96 -0.78
18 N 1.51 0.27 1.49
19 C 1.20 -0.69 -0.77
20 H -3.68 -1.41 -0.93

Computed properties:
- total charge = 0
- multiplicity = 1
- lowest unoccupied orbital energy (eV) = 0.94



[4]
Here is a 5-piece molecular cluster, H10O5 overall from the OMol25 dataset. Energies are from ωB97M-V/def2-TZVPD.

Atoms and positions in Å:
1 H 0.69 -3.15 -0.73
2 H -0.19 -0.57 -5.73
3 H 0.45 1.07 3.76
4 O -0.01 0.38 -5.75
5 H 0.35 0.94 -1.33
6 O -0.56 0.90 -1.01
7 H -2.24 1.13 4.16
8 H -0.56 0.17 -0.39
9 O 0.49 1.67 4.51
10 H 0.90 0.45 -5.44
11 O -1.40 1.17 3.69
12 H 1.36 1.51 4.89
13 O 0.75 -2.80 -1.63
14 H 1.46 -3.31 -2.03
15 H -1.47 0.46 3.03

Computed properties:
- total charge = 0
- multiplicity = 1
- lowest unoccupied orbital energy (eV) = 0.20



[5]
Here is a 3-piece molecular cluster, C29H60F3N5O8P overall from the OMol25 dataset. Energies are from ωB97M-V/def2-TZVPD.

Atoms and positions in Å:
1 H 0.43 2.61 -3.36
2 C -3.71 -0.76 -0.20
3 O 5.85 3.47 -0.98
4 O -0.20 -6.30 1.82
5 C -5.04 2.03 -1.75
6 H -2.60 -8.65 1.98
7 O -2.79 -6.78 2.78
8 N 3.72 2.15 1.67
9 H -5.72 -0.56 -1.02
10 H 1.18 3.74 -2.20
11 H -4.91 -2.08 -1.58
12 H 2.32 0.33 -4.63
13 H -6.05 1.94 -1.26
14 H -2.22 -5.99 2.78
15 C 3.87 -1.01 5.33
16 C 0.42 1.89 -1.24
17 C 1.37 2.01 1.17
18 H 1.29 -0.25 -3.51
19 C -0.07 1.93 1.79
20 H -6.12 0.79 -3.19
21 C 3.37 1.93 -2.15
22 H -1.64 -3.36 1.96
23 H -4.60 4.06 -1.11
24 H 1.15 -2.69 0.65
25 H 3.72 -2.56 4.19
26 C -0.99 -7.37 1.30
27 H -4.59 -1.00 -3.54
28 H -3.71 3.35 -3.98
29 O 6.60 2.12 1.25
30 H 5.46 0.34 4.71
31 P 5.63 2.12 -0.07
32 H 5.00 -0.10 -2.87
33 H -3.32 4.88 -3.05
34 H -3.17 -0.16 -2.75
35 C -0.70 4.41 2.35
36 H 2.82 2.68 -2.78
37 C -1.96 -7.85 2.36
38 C -1.01 3.87 -2.29
39 H -3.12 -2.82 0.51
40 N 3.89 2.09 0.37
41 H 3.96 -0.95 -3.85
42 H -1.53 -6.98 0.44
43 H -0.33 -8.18 0.96
44 C 1.58 1.98 -0.27
45 H 0.43 0.87 -1.72
46 O 4.95 -0.95 3.18
47 C -2.68 -1.95 -0.02
48 H 3.05 -0.37 4.97
49 H -0.93 4.63 -1.48
50 C -0.82 -2.64 1.69
51 O 5.99 0.94 -0.88
52 H -2.39 1.81 1.79
53 C 3.02 2.02 -0.66
54 H -0.90 3.50 0.38
55 H -4.63 1.48 -3.92
56 O 3.50 -2.36 5.11
57 H 6.30 1.36 1.79
58 N 4.19 -0.02 -3.49
59 F -0.48 4.11 3.65
60 H -2.57 2.85 -1.18
61 H -1.27 -4.47 -0.16
62 C 0.31 -3.38 0.89
63 C -0.97 3.16 1.44
64 H -3.08 0.12 -0.48
65 H -0.50 0.94 1.49
66 H 0.04 1.88 2.91
67 C 5.15 -0.70 4.57
68 H 2.32 2.11 3.22
69 N 2.71 -0.50 -1.67
70 F -1.83 5.18 2.31
71 H 0.39 -6.68 2.48
72 C -2.32 3.01 -2.26
73 H 0.74 -4.20 1.51
74 H -2.29 -2.20 -1.04
75 C -0.25 -4.09 -0.43
76 H 3.50 -0.62 -1.04
77 H -4.31 1.70 -0.98
78 F 0.29 5.21 1.84
79 H -5.69 4.04 -2.53
80 H -4.24 -0.55 0.76
81 C 3.00 0.49 -2.74
82 C -5.06 1.05 -2.99
83 H -1.42 -8.22 3.24
84 C 0.32 3.03 -2.32
85 H 4.00 -0.85 6.40
86 H -0.55 1.91 -0.67
87 H -1.77 -0.63 1.57
88 H 6.82 3.48 -1.15
89 H 4.35 -0.28 2.84
90 C 2.48 2.09 2.12
91 H -1.03 4.46 -3.25
92 H -0.67 -1.01 0.19
93 C -1.46 -1.44 0.86
94 O -2.32 2.77 1.70
95 C -4.74 -1.00 -1.37
96 H -2.12 2.07 -2.82
97 H -0.31 -3.30 -1.21
98 N 1.91 0.54 -3.73
99 C -3.51 3.79 -2.98
100 H -0.43 -2.20 2.65
101 H 0.40 -4.92 -0.77
102 C -4.28 -0.30 -2.72
103 H 5.96 -1.35 4.90
104 C -4.80 3.54 -2.09
105 H 2.49 -1.40 -2.09
106 H 4.44 2.07 -2.40

Computed properties:
- total charge = +1
- multiplicity = 1
- lowest unoccupied orbital energy (eV) = -4.63



[6]
Here is C5H8O2 as an isolated structure from the OMol25 dataset. Energies are from ωB97M-V/def2-TZVPD.

Atoms and positions in Å:
1 H 1.57 0.42 1.34
2 H -0.24 -1.40 1.36
3 H -0.16 1.98 0.83
4 C 0.02 -0.85 0.45
5 C 0.02 1.28 0.01
6 C 1.10 0.24 0.37
7 H 0.19 1.83 -0.92
8 H -0.13 -1.76 -0.36
9 O -2.23 0.37 0.62
10 C -1.03 0.16 -0.04
11 C -0.89 -0.87 -1.05
12 H -2.86 -0.24 0.21
13 H 2.67 -0.62 -0.40
14 O 2.06 0.09 -0.65
15 H -0.10 -0.61 -1.78

Computed properties:
- total charge = 0
- multiplicity = 1
- lowest unoccupied orbital energy (eV) = 0.68



[7]
Here is C13H17IN6O2OsS as an isolated structure from the OMol25 dataset. Energies are from ωB97M-V/def2-TZVPD.

Atoms and positions in Å:
1 H -2.24 2.59 -0.43
2 N 2.66 0.62 3.74
3 H -1.11 -0.79 -3.06
4 H -3.22 1.20 2.89
5 H 2.05 0.29 4.47
6 H -3.17 2.88 1.04
7 H -0.79 0.75 -4.98
8 C 1.21 1.12 -1.82
9 H 3.59 0.22 3.80
10 N 2.37 0.05 0.16
11 H -2.33 -0.32 2.76
12 H 0.89 2.59 -4.81
13 H -3.77 -0.05 1.77
14 C 1.97 1.20 -0.49
15 O 0.43 1.89 0.16
16 C -0.39 0.02 -3.02
17 C -2.02 1.05 1.09
18 C 0.73 1.91 -3.99
19 N 0.63 -2.84 -0.89
20 C -0.21 0.88 -4.08
21 C 2.08 0.36 2.49
22 C 0.30 -4.24 0.74
23 N 2.89 0.34 1.48
24 C 0.22 -2.92 1.19
25 H 0.81 -2.39 -1.78
26 C -2.84 2.11 0.35
27 C 0.57 -4.14 -0.61
28 N 0.31 0.10 -1.88
29 H 0.72 -4.89 -1.38
30 H -3.72 1.67 -0.12
31 H 2.19 2.19 -0.10
32 O -1.61 0.06 0.17
33 S 0.35 0.09 2.52
34 Os 0.44 0.06 0.17
35 H 0.03 -2.54 2.18
36 N 0.42 -2.07 0.19
37 C 1.46 2.04 -2.82
38 H 2.19 2.82 -2.69
39 H -1.24 1.60 1.60
40 C -2.89 0.43 2.19
41 I 0.07 -5.95 1.84

Computed properties:
- total charge = 0
- multiplicity = 1
- lowest unoccupied orbital energy (spin up / spin down) (eV) = -0.52 / -0.60



[8]
Here is C10H30K7O9P as an isolated structure from the OMol25 dataset. Energies are from ωB97M-V/def2-TZVPD.

Atoms and positions in Å:
1 O 1.34 3.33 1.43
2 H -1.22 -5.16 0.41
3 H -3.43 3.31 3.86
4 H 2.09 1.18 3.24
5 C 2.47 2.20 3.32
6 K -0.37 4.02 -0.80
7 H 2.82 3.97 -3.91
8 H 0.84 -5.09 -1.07
9 O -1.54 2.28 2.00
10 H -2.70 -5.41 -0.46
11 H 0.86 2.53 1.22
12 H 1.11 -5.30 0.67
13 H 0.57 -3.12 -0.02
14 O 1.48 -3.41 -0.14
15 K 1.27 -1.10 1.92
16 H 1.34 2.22 -2.40
17 K 2.91 0.92 -0.77
18 H -3.28 -2.91 0.22
19 H 3.41 2.24 2.77
20 C 2.87 -5.45 -0.58
21 H -0.87 1.70 1.63
22 K -1.49 1.68 -3.63
23 H 3.31 -4.99 -1.47
24 H -3.94 3.11 2.17
25 K 0.90 -1.92 -2.65
26 H 2.73 -6.49 -0.89
27 C -2.51 -3.49 0.73
28 O -1.49 1.61 -0.97
29 C -3.55 2.59 3.05
30 K -3.34 -0.30 -1.39
31 C -2.51 1.55 2.66
32 K -3.92 2.99 -1.00
33 H 0.49 3.22 3.37
34 C 2.24 3.05 -3.94
35 H -2.07 0.99 3.48
36 H 2.88 2.18 -4.07
37 H 1.84 4.28 3.22
38 H -1.30 -1.96 0.46
39 C 1.13 2.98 -4.92
40 O -1.31 -2.74 1.02
41 C 1.46 3.32 2.89
42 H 2.68 2.46 4.36
43 C 1.50 -4.86 -0.24
44 H -4.41 2.05 3.46
45 O 0.47 1.06 0.50
46 H 3.59 -5.56 0.22
47 C -2.02 -4.64 -0.11
48 H 0.77 1.95 -4.94
49 H -1.61 -4.21 -1.03
50 O 1.80 3.03 -2.62
51 O -0.85 -0.83 -0.61
52 O 0.70 0.57 -1.96
53 H -2.90 -3.88 1.67
54 H -2.81 0.76 1.96
55 P -0.31 0.59 -0.77
56 H 1.53 3.19 -5.91
57 H 0.38 3.71 -4.63

Computed properties:
- total charge = +4
- multiplicity = 1
- lowest unoccupied orbital energy (eV) = -12.21



[9]
Here is C36H40As2N2O2Pt as an isolated structure from the OMol25 dataset. Energies are from ωB97M-V/def2-TZVPD.

Atoms and positions in Å:
1 C -4.45 -2.28 -3.38
2 H 1.62 -0.51 -1.44
3 C 3.62 -0.24 1.78
4 H 2.45 4.62 -0.84
5 C -4.49 -1.84 0.42
6 H -0.49 4.63 -3.09
7 H -2.29 0.30 -3.01
8 H -4.85 1.39 -1.83
9 N 0.21 0.73 2.71
10 C -4.84 2.05 -0.97
11 H -4.91 4.36 2.13
12 C -1.11 4.40 1.42
13 C -4.79 -2.51 -2.05
14 O 2.67 -0.71 6.82
15 H -4.89 -1.87 4.28
16 C -0.21 0.83 5.06
17 H -2.04 4.46 0.86
18 C 5.77 -0.83 0.61
19 H 2.37 -1.61 6.99
20 H 4.18 -0.15 2.70
21 H -4.88 -2.91 -4.15
22 C 2.26 -0.03 1.74
23 As 0.03 2.69 -0.63
24 O 6.25 -0.49 1.90
25 H 1.03 4.17 1.05
26 C 0.10 4.25 0.49
27 C -3.35 -0.71 -1.43
28 H -5.90 -3.46 0.43
29 C 2.24 4.12 -1.79
30 C -5.48 -2.75 2.41
31 C -5.71 3.14 -0.93
32 N 1.57 -0.09 0.58
33 H 2.41 2.10 -1.04
34 H -5.48 -3.30 -1.80
35 As -2.83 0.27 0.11
36 C -3.92 -0.94 2.61
37 C 1.45 0.27 2.95
38 C 1.70 2.71 -1.59
39 H 0.73 -0.14 7.37
40 H -2.24 4.47 -3.21
41 C -4.00 2.65 1.21
42 H -1.19 3.57 2.11
43 H -6.42 4.81 0.22
44 C -4.88 3.72 1.26
45 C -4.24 -1.72 -1.05
46 C 1.90 0.06 4.23
47 C 3.57 -0.69 -0.57
48 H -6.16 -3.47 2.88
49 H -0.90 1.06 5.86
50 H 1.88 1.13 7.09
51 H 1.50 2.20 -2.53
52 C -1.36 2.98 -1.93
53 H 3.19 4.06 -2.34
54 C -3.80 -0.95 1.23
55 C 1.56 0.16 6.74
56 C -5.73 3.97 0.19
57 C 1.07 0.34 5.31
58 H -2.29 2.73 -1.44
59 C -4.77 -1.86 3.21
60 C 2.22 -0.43 -0.55
61 H 7.20 -0.64 1.93
62 C -3.55 -1.28 -3.74
63 H 6.23 -0.24 -0.18
64 H 1.57 4.76 -2.37
65 H 0.20 5.08 -0.19
66 H -6.38 3.32 -1.76
67 C -5.34 -2.75 1.03
68 H -1.58 1.38 3.51
69 H -1.01 5.32 2.00
70 H -3.35 2.45 2.05
71 H 2.88 -0.34 4.42
72 C -2.99 -0.49 -2.75
73 C -1.39 4.39 -2.53
74 C -0.60 1.00 3.75
75 H -1.18 2.22 -2.69
76 C 4.29 -0.57 0.61
77 Pt -0.48 0.63 0.63
78 H 4.04 -0.98 -1.50
79 C -3.99 1.81 0.10
80 H -3.36 -0.24 3.22
81 H -3.29 -1.12 -4.77
82 H 5.93 -1.88 0.37
83 H -1.52 5.16 -1.76

Computed properties:
- total charge = +2
- multiplicity = 1
- lowest unoccupied orbital energy (spin up / spin down) (eV) = -7.09 / -7.14



[10]
Here is one molecule with the formula C9H7F2NO2 from the OMol25 dataset. Energies are from ωB97M-V/def2-TZVPD.

Atoms and positions in Å:
1 C -1.88 0.95 3.04
2 H -0.46 2.30 4.45
3 F -1.05 -2.55 1.22
4 H -0.09 -1.39 -0.98
5 C -3.06 -1.41 1.61
6 H 0.45 -0.57 -2.63
7 H 1.07 1.39 -1.12
8 O 1.09 2.43 1.37
9 H -3.62 -2.23 0.99
10 H 1.89 -0.09 -0.62
11 H -0.87 -0.10 -1.81
12 C -0.56 1.26 2.54
13 C 0.94 0.41 -0.63
14 N -3.10 0.65 2.84
15 C 0.38 1.45 1.43
16 F -4.89 0.03 1.67
17 C 0.10 -0.46 -1.54
18 C -3.67 -0.24 2.03
19 C -0.94 1.71 3.78
20 C -1.65 -1.50 1.89
21 O 0.24 0.45 0.53

Computed properties:
- total charge = 0
- multiplicity = 1
- lowest unoccupied orbital energy (eV) = -0.82



[11]
Here is one molecule with the formula C13H18N2O5 from the OMol25 dataset. Energies are from ωB97M-V/def2-TZVPD.

Atoms and positions in Å:
1 C 0.85 2.59 -0.93
2 C 1.96 3.41 -0.61
3 H -3.28 0.29 -2.58
4 H -3.46 0.43 -0.01
5 H 0.16 0.57 -1.49
6 H 2.86 -1.54 -0.51
7 O -1.69 -0.21 2.62
8 H 2.09 5.26 -0.09
9 C 3.06 2.62 -0.21
10 N -1.07 -1.88 0.38
11 C 1.26 -1.40 0.85
12 H 1.72 -2.58 2.42
13 N 2.25 -2.07 1.69
14 H -2.82 -1.28 -2.39
15 H -0.07 3.12 -1.05
16 H 3.98 3.06 0.17
17 O -0.96 1.47 1.30
18 C 0.91 1.22 -0.95
19 H -4.51 -1.11 -2.07
20 H -0.73 -0.21 -0.43
21 C -1.33 0.38 1.40
22 O 1.99 4.63 -0.82
23 H -1.78 -2.59 0.48
24 C -2.98 -0.48 -0.52
25 C -3.46 -0.63 -1.94
26 H -4.51 -1.72 0.04
27 H -1.51 0.40 3.32
28 C 3.06 1.15 -0.04
29 H 3.92 0.75 0.37
30 H 0.95 -0.44 1.29
31 H 1.39 -1.36 -1.43
32 C 0.21 -2.38 0.62
33 H 2.42 -2.94 1.06
34 C -1.51 -0.56 0.23
35 O 0.33 -3.62 0.69
36 C 1.89 -1.12 -0.54
37 C 1.97 0.47 -0.55
38 O -3.56 -1.70 0.22

Computed properties:
- total charge = 0
- multiplicity = 1
- lowest unoccupied orbital energy (eV) = 0.50



Computed E_tot (a.u.) in order:
-351.29947, -1353.28323, -436.47569, -382.13732, -2657.39012, -345.62816, -1770.96649, -5616.13781, -6246.18241, -751.87796, -991.76817